Record 1
The following is a quantum chemistry calculation of a structure of composition C30H91N7O12 in a non-equilibrium geometry, from the OMol25 dataset.

```
140
Properties=species:S:1:pos:R:3:forces:R:3:lowdin_charge:R:1
O 22.785 -25.949 1.631 0.3 -2.1 1.3 -0.1466
O 21.221 -27.141 -3.716 -2.8 8.7 6.2 -0.1755
O 16.308 -24.685 0.242 0.8 0.7 -2.0 -0.1950
O 23.596 -24.355 -1.146 0.4 2.6 -1.3 -0.2265
O 18.824 -27.780 -7.418 0.2 -1.8 -1.0 -0.1099
O 23.275 -25.794 -4.057 4.1 -1.6 1.4 -0.1044
O 19.928 -28.638 -3.663 2.7 -4.0 7.2 0.1800
O 22.806 -28.284 -3.309 4.6 -4.5 -3.6 -0.0904
O 20.428 -28.514 0.130 -4.5 0.8 -1.5 -0.2463
O 19.589 -25.026 -6.788 1.1 0.0 -1.6 -0.2601
O 20.386 -21.444 -0.833 0.2 0.3 -0.4 -0.0973
O 21.504 -27.154 -5.733 1.5 -0.8 -7.0 -0.0327
N 22.524 -28.944 1.171 2.1 -0.4 0.2 -0.0040
N 19.806 -31.734 1.891 0.3 -0.3 0.4 0.0374
N 20.491 -22.949 -3.782 -0.9 0.3 -0.2 -0.0021
N 15.921 -25.406 -2.523 0.1 0.8 1.3 0.0669
N 19.890 -19.384 -3.057 0.5 0.1 -0.2 0.0245
N 26.552 -25.736 -2.348 0.7 0.2 -1.1 0.0484
N 18.481 -29.214 -4.875 -7.1 -4.2 -7.3 0.1126
C 17.922 -27.915 -5.166 -1.3 -0.3 0.3 -0.3017
C 18.896 -19.982 -2.156 1.3 -0.3 -0.3 -0.4152
C 19.992 -27.592 -8.202 0.5 0.3 -0.9 -0.0896
C 22.593 -24.591 1.658 1.0 1.1 -0.3 -0.1155
C 22.669 -23.307 -1.387 7.7 -1.7 -1.2 -0.1527
C 18.001 -24.409 -3.239 -0.4 0.3 0.0 -0.0832
C 17.238 -24.982 -2.057 1.3 -1.3 -0.1 -0.3950
C 21.880 -24.489 -4.896 -2.5 1.7 -3.0 -0.0869
C 17.756 -27.144 -3.868 -1.4 -0.2 -1.3 -0.0614
C 18.829 -27.227 -6.129 -1.8 1.7 -0.6 -0.1993
C 25.397 -25.512 -1.532 2.7 -1.3 1.1 -0.4513
C 23.297 -28.075 0.271 -2.1 1.9 0.5 -0.2644
C 19.624 -29.657 0.561 0.7 0.0 0.3 -0.1008
C 21.608 -31.383 0.245 0.3 0.6 0.3 -0.0513
C 20.701 -23.536 -5.088 0.7 0.4 -0.2 -0.2754
C 17.568 -19.872 -2.878 0.2 -1.3 0.4 -0.0630
C 20.053 -24.467 -7.976 0.5 1.1 -0.3 -0.0624
C 19.313 -21.441 -1.794 -1.6 0.8 1.3 -0.1691
C 19.713 -27.622 -0.803 0.7 -1.6 2.2 -0.0573
C 22.666 -26.580 0.381 1.0 -0.8 -1.6 -0.1810
C 23.063 -28.570 -1.191 0.7 0.8 3.7 -0.0609
C 15.821 -23.728 1.189 0.8 -0.8 0.1 -0.0916
C 20.387 -26.301 -2.987 -1.5 2.3 0.0 -0.2888
C 20.592 -30.739 1.195 -0.9 0.8 -1.1 -0.4336
C 25.787 -25.471 -0.032 -0.9 0.8 -0.2 -0.0172
C 20.851 -22.758 -0.587 -8.2 2.6 3.6 -0.1958
C 19.395 -24.156 -5.759 1.0 1.8 1.7 -0.1639
C 24.721 -24.276 -2.004 -1.1 -1.6 0.3 -0.1629
C 21.035 -25.192 -2.238 -0.2 -1.4 -0.4 -0.0730
C 17.243 -24.151 -0.775 -1.5 0.7 -0.3 -0.1414
H 18.858 -29.343 1.269 0.3 0.2 0.6 0.1181
H 24.801 -26.420 -1.623 -0.6 0.3 -0.2 0.1082
H 23.853 -26.167 -3.391 0.5 -0.1 -0.1 0.0448
H 15.484 -25.428 -1.613 -1.3 -0.4 0.0 0.0715
H 18.992 -30.045 -0.239 0.5 -0.3 -0.7 0.1182
H 19.745 -26.910 -2.351 0.2 1.1 -1.7 0.0500
H 20.267 -24.512 -1.869 -0.2 -1.0 0.6 0.0892
H 23.228 -24.206 0.860 -0.5 0.7 -0.1 0.0733
H 21.756 -23.784 -1.743 7.6 -2.6 -2.1 -0.0136
H 23.171 -26.008 -0.398 0.1 -0.2 0.6 0.0683
H 17.689 -29.790 -4.625 0.4 -0.5 0.6 0.1565
H 26.427 -26.287 0.305 -0.2 -0.3 -0.3 0.0847
H 21.174 -23.325 -1.460 -6.5 5.4 3.1 -0.0486
H 19.463 -22.136 -2.621 0.2 1.4 0.1 0.0684
H 17.597 -27.743 -2.971 0.3 -0.3 -0.2 0.1185
H 19.424 -23.630 -8.280 0.0 0.3 0.0 0.1060
H 18.539 -26.395 -3.756 -1.8 -2.0 0.0 0.0115
H 16.912 -28.140 -5.509 0.0 0.7 -0.8 0.1540
H 21.235 -32.093 -0.493 -0.4 0.2 -0.1 0.0828
H 20.201 -27.721 -3.583 0.9 -0.9 -0.3 -0.0881
H 18.845 -24.701 -4.992 0.8 0.3 -1.2 0.0604
H 17.596 -23.551 -3.774 -0.2 0.6 0.8 0.1233
H 23.404 -29.589 -1.373 0.2 0.2 0.2 0.1032
H 21.978 -28.581 -1.294 0.4 0.1 -0.4 0.0857
H 23.061 -22.528 -2.040 -0.1 0.0 -0.7 0.1527
H 21.558 -24.254 1.602 -0.3 -0.2 -0.2 0.0894
H 25.298 -23.355 -1.921 0.1 0.1 0.3 0.1439
H 19.242 -28.211 -1.591 0.2 -0.4 0.2 0.0880
H 17.648 -20.489 -3.773 0.1 0.4 -0.4 0.0768
H 18.434 -21.851 -1.297 -0.3 0.0 0.5 0.0911
H 22.209 -30.569 -0.160 -0.2 -0.9 -0.6 0.0341
H 19.623 -25.883 -3.643 2.0 0.8 -0.3 0.0794
H 19.077 -24.289 -3.111 -2.0 -0.2 0.5 0.0328
H 18.931 -19.370 -1.255 -0.6 -0.4 0.6 0.1313
H 21.001 -22.602 -5.563 0.1 -0.4 -1.3 0.1419
H 20.032 -25.212 -8.771 -0.1 0.8 0.2 0.0739
H 19.601 -18.437 -3.256 -0.3 0.2 -0.3 0.0586
H 21.080 -24.142 -7.806 0.2 0.3 -0.4 0.1058
H 21.549 -24.626 -3.016 0.2 -0.9 1.3 0.0633
H 21.629 -26.518 0.054 -0.1 -0.7 0.6 0.0941
H 22.287 -24.685 -5.887 0.4 -0.5 0.3 0.1176
H 22.049 -28.497 1.942 0.8 0.9 0.4 0.0826
H 15.522 -24.623 -3.020 -0.4 0.2 -0.1 0.0870
H 21.705 -29.109 0.604 1.4 0.0 0.3 -0.0381
H 20.078 -23.614 -3.144 0.9 1.0 -0.7 -0.0086
H 21.222 -30.233 1.927 -0.6 -0.2 0.0 0.1076
H 18.238 -23.942 -0.381 0.0 -0.5 0.3 0.0994
H 20.415 -26.905 -1.229 0.2 -1.4 2.1 0.0431
H 21.699 -25.484 -1.425 -0.2 -0.2 -0.5 0.1057
H 22.305 -31.917 0.891 0.1 -0.2 0.0 0.0880
H 24.843 -25.452 0.512 0.5 -0.2 0.5 0.0499
H 16.708 -23.287 1.643 -0.2 0.4 0.4 0.0873
H 19.866 -27.084 -5.823 -1.2 -0.9 0.7 0.0839
H 19.887 -32.570 1.329 -0.5 -0.4 -0.1 0.0594
H 23.559 -27.923 -1.914 0.0 -0.3 2.8 0.0434
H 21.644 -22.798 0.160 -3.6 1.0 1.5 0.0745
H 22.460 -22.794 -0.449 4.0 -1.0 -2.6 0.0584
H 20.942 -27.977 -7.832 -0.3 -0.2 0.6 0.0940
H 17.357 -18.828 -3.108 -0.3 -0.2 0.0 0.0793
H 20.673 -29.200 -3.887 0.8 0.2 0.2 0.1723
H 21.078 -26.420 -6.176 0.8 0.3 -0.7 0.0136
H 17.991 -25.130 -4.056 -1.2 0.7 1.2 0.0296
H 17.758 -25.898 -1.780 0.1 -0.3 -0.1 0.1040
H 21.471 -25.382 -4.423 -0.3 1.8 -1.9 0.0503
H 18.912 -27.013 -0.384 -0.1 -0.1 0.8 0.1164
H 26.327 -24.552 0.197 0.0 0.2 -0.1 0.0860
H 23.018 -24.135 2.552 -0.1 -0.5 0.4 0.1019
H 24.369 -27.958 0.427 0.0 -0.3 0.7 0.1197
H 18.420 -26.236 -6.324 -0.5 -0.5 0.9 0.1300
H 16.787 -20.385 -2.315 -0.3 0.5 0.3 0.0705
H 21.427 -22.815 -3.426 0.0 0.7 0.0 0.0839
H 23.648 -27.833 -3.249 0.3 -0.9 -1.3 0.0409
H 21.430 -26.948 -4.802 0.4 0.1 -1.1 -0.2091
H 22.154 -27.589 -3.215 0.6 -0.5 1.0 -0.1646
H 27.058 -24.861 -2.362 0.6 -0.1 -0.2 0.0728
H 15.138 -22.958 0.831 0.2 0.0 -0.6 0.0848
H 16.784 -26.672 -4.007 0.4 0.3 0.3 0.0897
H 22.685 -24.150 -4.243 -0.7 1.2 -0.7 0.1010
H 20.458 -31.927 2.638 -0.5 -0.6 0.8 0.0719
H 20.733 -19.222 -2.526 0.4 -0.3 0.1 0.0643
H 18.768 -23.328 -6.088 -0.2 0.3 0.0 0.1406
H 20.169 -26.544 -8.442 -0.1 -0.9 0.5 0.0315
H 27.158 -26.451 -1.974 0.1 0.0 0.0 0.0760
H 19.319 -28.702 -4.402 -0.4 -1.3 -0.6 -0.1965
H 16.943 -23.216 -1.246 -0.8 0.8 1.0 0.1062
H 20.080 -23.370 -0.119 -1.0 -0.1 0.4 0.0998
H 22.413 -26.161 -3.859 1.0 -0.5 0.2 -0.0129
H 24.364 -24.437 -3.021 0.5 0.6 -0.1 0.1113
H 19.885 -28.017 -9.200 -0.7 -0.5 0.2 0.0954
H 15.266 -24.328 1.911 0.2 0.1 0.1 0.0875
H 18.743 -29.490 -5.810 0.1 -1.0 -0.5 0.1400
```
Forces are in eV/Å.

charge: 0
E_LUMO: 0.40 eV
energy: -67547.1919 eV
gap between HOMO and LUMO: 8.32 eV

---

Record 2
The following is a quantum chemistry calculation of a structure of composition C31H16Cl5NO2Ru in a non-equilibrium geometry, from the OMol25 dataset.

```
56
Properties=species:S:1:pos:R:3:forces:R:3:nbo_charge:R:1
Ru 1.565 1.227 -0.459 1.4 -1.0 1.3 0.8274
Cl 3.430 4.486 0.404 0.1 0.0 0.1 0.0446
Cl -1.130 7.156 -0.712 -0.1 0.2 0.0 0.0616
Cl -2.510 4.453 -1.513 -0.1 0.0 -0.1 0.0516
Cl 1.826 7.161 0.240 0.1 0.1 0.0 0.0607
Cl -0.753 1.770 -1.347 -0.3 -0.4 0.2 0.0952
O 3.582 1.243 -0.237 -1.1 0.0 -0.4 -0.6350
O 5.303 1.352 1.151 -0.2 -0.1 0.2 -0.6079
N 1.848 1.158 1.828 0.4 0.1 -2.1 -0.3884
C 4.110 1.265 0.933 0.3 0.1 0.3 0.7464
C -0.252 5.691 -0.626 0.0 -0.3 -0.1 -0.0973
C -0.986 1.065 4.835 0.2 0.0 0.3 -0.2074
C 3.618 1.173 3.430 -0.2 0.0 0.3 -0.2187
C -0.436 1.127 2.494 -0.3 0.0 -0.1 -0.2174
C -0.212 -3.253 -5.928 0.0 0.0 0.1 -0.1857
C -3.686 -3.632 0.793 0.2 0.0 -0.1 -0.1789
C 1.198 3.264 -0.482 -0.5 0.5 0.2 -0.3183
C -1.378 1.101 3.487 0.2 0.0 -0.3 -0.1936
C 1.337 1.107 4.185 0.0 0.0 -0.5 -0.1166
C -0.507 -2.484 -1.771 1.8 2.2 0.7 0.0167
C -0.124 3.339 -0.914 0.8 0.9 0.3 0.0011
C -1.788 -2.243 0.315 0.1 0.0 -0.4 -0.1608
C 0.836 -2.797 -3.818 -0.2 -0.1 0.3 -0.1865
C -1.457 -3.218 -5.316 0.0 0.0 -0.3 -0.2148
C 1.078 5.681 -0.200 0.0 -0.2 -0.1 -0.0836
C 0.340 1.069 5.180 -0.3 0.0 0.0 -0.1642
C -1.562 -2.988 -3.962 0.2 0.1 0.3 -0.2045
C -0.875 4.494 -0.994 0.1 0.1 0.0 -0.1308
C -2.829 -2.596 1.143 -0.1 0.0 0.1 -0.2041
C 1.158 -0.658 -0.887 1.1 1.6 1.1 -0.1762
C 3.138 1.189 2.110 -0.2 0.0 -0.4 0.1412
C 1.790 4.478 -0.131 -0.3 -0.3 -0.1 -0.0655
C 0.932 -3.037 -5.171 0.0 0.0 -0.2 -0.1992
C 0.933 1.129 2.821 -0.3 0.0 0.5 0.2382
C -3.460 -4.330 -0.385 -0.2 -0.1 0.2 -0.2197
C -0.415 -2.792 -3.178 0.0 -0.3 -1.1 -0.0166
C -2.413 -3.991 -1.215 0.4 0.3 -0.1 -0.1643
C 2.722 1.126 4.465 0.1 0.0 -0.4 -0.1161
C -1.570 -2.908 -0.907 -0.9 -0.6 0.9 -0.1032
C 0.419 -1.560 -1.289 -2.0 -2.4 -1.1 -0.0900
H 4.688 1.200 3.573 0.0 0.0 0.0 0.2593
H -2.430 1.109 3.237 0.0 0.0 0.0 0.2210
H -1.126 -1.432 0.586 0.0 0.1 0.0 0.2295
H -2.535 -2.898 -3.505 -0.1 0.0 0.0 0.2217
H 1.903 -3.045 -5.644 0.1 0.0 0.0 0.2201
H -2.978 -2.057 2.069 0.0 0.0 0.1 0.2170
H 1.725 -2.617 -3.232 0.0 0.0 0.1 0.2317
H 3.057 1.105 5.492 0.0 0.0 0.1 0.2224
H 0.642 1.049 6.218 0.0 0.0 0.1 0.2177
H -1.744 1.032 5.603 0.0 0.0 0.1 0.2200
H -2.220 -4.578 -2.099 0.0 -0.1 -0.1 0.2233
H -4.503 -3.908 1.443 -0.1 0.0 0.0 0.2179
H -2.354 -3.350 -5.904 0.0 0.0 -0.1 0.2183
H -0.138 -3.425 -6.991 0.0 0.0 -0.1 0.2179
H -4.107 -5.153 -0.655 0.0 -0.1 0.0 0.2188
H -0.706 1.149 1.440 0.0 0.0 0.2 0.2237
```
Forces are in eV/Å.

charge: 0
E_LUMO (spin up / spin down): -1.79 / -1.98 eV
energy: -103183.0406 eV
gap between HOMO and LUMO (spin up / spin down): 6.52 / 5.52 eV